*1*
# C2H4N3O

The ion C2H4N3O with charge +1 (ωB97M-V with the def2-TZVPD basis set, the OMol25 dataset).

Output
structure (SMILES)	CC(=O)N[N+]#N
charge	+1
orbital gap	10.92	eV
HOMO	-0.619	Eh
E_LUMO	-5.91	eV

The geometry in XYZ format:
```
10
C2H4N3O (ωB97M-V with the def2-TZVPD basis set)
C -0.2432 -0.4771 0.3115
C 0.8035 -0.8448 -0.5911
O 0.8945 -1.6355 -1.4031
N 1.9911 0.0887 -0.4349
N 3.0467 0.1734 -1.0452
N 3.8511 0.1914 -1.7964
H -1.2019 -0.6603 -0.1749
H -0.1352 -1.2290 1.0822
H -0.1720 0.4962 0.7957
H 1.8328 0.6744 0.4562
```

***

*2*
# C2H4N3O

The ion C2H4N3O with charge +1 (ωB97M-V with the def2-TZVPD basis set, the OMol25 dataset).

Output
structure (SMILES)	[H]/N=C/N=[N+]1\CO1
charge	+1
orbital gap	9.47	eV
HOMO	-0.577	Eh
E_LUMO	-6.24	eV

The geometry in XYZ format:
```
10
C2H4N3O (ωB97M-V with the def2-TZVPD basis set)
H -0.7562 2.5417 -1.0777
N -0.5631 1.6327 -0.6136
C -0.4932 1.3727 0.5974
N -0.7594 0.0470 0.8439
N -0.1745 -0.8795 0.3188
C 0.8276 -1.4869 -0.3939
O -0.3399 -2.1509 0.1219
H -0.5252 1.9185 1.5591
H 0.9312 -1.3745 -1.4817
H 1.8527 -1.6206 0.1259
```

***

*3*
# C2H4N3O

A cluster of 2 separate species, C2H4N3O in total (ωB97M-V with the def2-TZVPD basis set, the OMol25 dataset).

Output
charge	+1
orbital gap (spin up / spin down)	5.93 / 5.93	eV
HOMO (spin up / spin down)	-0.568 / -0.568	Eh
E_LUMO (spin up / spin down)	-9.53 / -9.53	eV

The geometry in XYZ format:
```
10
C2H4N3O (ωB97M-V with the def2-TZVPD basis set)
C -2.3110 -1.3430 1.2337
C 0.0447 0.2584 0.0883
N -3.2598 -1.7968 1.6357
N 0.9583 -0.6206 -0.2800
N -0.1771 1.5244 -0.1288
O 2.0937 -0.1156 -0.9472
H 0.4907 -1.4829 -0.4587
H -0.9460 2.1105 0.1315
H 0.3256 2.0737 -0.7636
H 2.7809 -0.6080 -0.5109
```

***

Of them, the most stable is *1* and the least stable is *3*.

***

*1*
# C5H10O

The ion C5H10O with charge +1 (ωB97M-V with the def2-TZVPD basis set, the OMol25 dataset).

Output
charge	+1
orbital gap (spin up / spin down)	8.79 / 5.50	eV
spin multiplicity	2
⟨S²⟩	0.759
HOMO (spin up / spin down)	-0.561 / -0.561	Eh
E_LUMO (spin up / spin down)	-6.49 / -9.76	eV

The geometry in XYZ format:
```
16
C5H10O (ωB97M-V with the def2-TZVPD basis set)
O 1.8725 -1.5791 0.0844
C 0.7186 -1.3577 0.4544
C -0.5466 -0.9859 -0.2685
C -0.4136 0.3580 -1.0583
C 0.0444 1.4674 -0.1163
C -1.2166 1.6570 0.8227
H 0.4759 -1.8353 1.4063
H -0.7536 -1.8345 -0.9625
H -1.5518 -1.0178 0.2045
H 0.2493 0.2146 -1.9648
H -1.4320 0.6665 -1.4141
H 0.8989 1.5300 0.6131
H 0.2095 2.4433 -0.7500
H -2.0601 1.9943 0.3091
H -1.5150 0.9551 1.5202
H -1.0175 2.6834 1.3586
```

***

*2*
# C5H10O

A cluster of 2 separate species, C5H10O in total (ωB97M-V with the def2-TZVPD basis set, the OMol25 dataset).

Output
charge	+1
orbital gap (spin up / spin down)	9.18 / 4.52	eV
spin multiplicity	2
⟨S²⟩	0.756
HOMO (spin up / spin down)	-0.528 / -0.503	Eh
E_LUMO (spin up / spin down)	-5.20 / -9.16	eV

The geometry in XYZ format:
```
16
C5H10O (ωB97M-V with the def2-TZVPD basis set)
C 1.7173 -0.9789 -0.6306
C 1.2879 0.0895 0.2603
C 1.6952 0.1588 1.5944
H 1.0610 -1.0926 -1.4965
H 1.8220 -1.9316 -0.1147
H 2.6843 -0.6497 -1.0539
H 0.5440 0.7978 -0.0738
H 1.6111 1.0187 2.2413
H 2.2567 -0.6779 1.9942
O -2.2730 -1.2913 0.0471
C -1.8678 -0.1734 0.1246
C -2.2326 0.9354 -0.8066
H -1.2704 0.0980 1.0444
H -3.2396 1.2750 -0.5488
H -1.5795 1.8019 -0.7353
H -2.2167 0.6202 -1.8461
```

***

Of them, the most stable is *2* and the least stable is *1*.

***

*1*
# C7H13NO2

A cluster of 3 separate species, C7H13NO2 in total (ωB97M-V with the def2-TZVPD basis set, the OMol25 dataset).

Output
structure (SMILES)	C=C=C(C)C.N=C=O.CO
orbital gap	10.34	eV
HOMO	-0.350	Eh
E_LUMO	0.81	eV

The geometry in XYZ format:
```
23
C7H13NO2 (ωB97M-V with the def2-TZVPD basis set)
C 0.9953 -1.9794 -0.4659
C 0.8729 -0.8201 -1.0361
C 0.7290 0.3463 -1.6027
C 1.3096 1.6006 -1.0024
C -0.0628 0.5282 -2.8718
H 1.8379 -2.6254 -0.6712
H 0.3331 -2.2904 0.3311
H 0.5114 2.3030 -0.7565
H 1.9690 2.0883 -1.7217
H 1.8764 1.3849 -0.0992
H -0.4347 -0.4238 -3.2449
H -0.9139 1.1882 -2.6930
H 0.5628 0.9885 -3.6384
N -2.0470 0.1976 0.1112
C -2.4459 -0.1370 1.1931
O -3.1630 -0.3053 2.1323
H -1.1700 -0.0342 -0.3271
C 0.2202 -0.1671 2.7060
O -0.7868 -1.1184 2.4124
H 0.9529 -0.2128 1.9002
H 0.7119 -0.4081 3.6518
H -0.1896 0.8478 2.7513
H -1.6687 -0.9514 2.9415
```

***

*2*
# C7H13NO2

A cluster of 3 separate species, C7H13NO2 in total (ωB97M-V with the def2-TZVPD basis set, the OMol25 dataset).

Output
orbital gap	9.05	eV
HOMO	-0.351	Eh
E_LUMO	-0.51	eV

The geometry in XYZ format:
```
23
C7H13NO2 (ωB97M-V with the def2-TZVPD basis set)
C 1.3995 -0.5365 -0.5973
C 1.3869 -1.8994 0.0022
C 2.4512 0.4153 -0.1455
C 0.6321 -0.2636 -1.7377
C -0.1603 0.3323 1.3381
N 0.3595 0.1967 2.3691
H 0.4415 -2.4098 -0.1751
H 3.3691 0.1378 -0.6839
H 0.2734 -1.1284 -2.2941
H 2.1778 -2.4719 -0.5030
H 1.5983 -1.8759 1.0674
H 2.6350 0.3461 0.9225
H 2.2110 1.4437 -0.4104
H 0.9522 0.5752 -2.3520
H -0.4683 0.1194 -1.2914
C -2.8971 0.2925 1.1576
C -1.9390 0.9336 0.1934
O -1.8548 2.2728 0.3706
O -1.7540 0.4507 -0.9575
H -1.3921 2.6442 -0.3936
H -2.7760 0.7004 2.1570
H -3.9073 0.5062 0.7947
H -2.7388 -0.7815 1.1690
```

***

Of them, the most stable is *1* and the least stable is *2*.

***

*1*
# C5H18Si3

A cluster of 2 separate species, C5H18Si3 in total (ωB97M-V with the def2-TZVPD basis set, the OMol25 dataset).

Output
orbital gap	7.58	eV
HOMO	-0.303	Eh
E_LUMO	-0.68	eV

The geometry in XYZ format:
```
26
C5H18Si3 (ωB97M-V with the def2-TZVPD basis set)
C 2.8756 0.4590 -2.0080
C -1.0544 -0.9302 -0.8888
C 0.5659 -1.1909 1.8282
C -2.2031 -0.3429 2.1325
C -0.0524 1.6530 0.7637
Si 0.1315 2.7083 -0.8523
Si 2.5020 -1.1884 -2.9788
Si -0.7536 -0.2157 0.8468
H 1.9852 1.0902 -2.3302
H 2.9437 0.3847 -0.9882
H 3.7800 0.8666 -2.3980
H -1.2656 -1.9562 -1.0317
H -1.8469 -0.3065 -1.3356
H -0.0389 -0.8952 -1.4934
H 1.5171 -1.2759 1.3305
H 0.6070 -0.7175 2.7349
H 0.2198 -2.3190 1.9590
H -1.9236 -0.9641 3.0306
H -2.4581 0.6496 2.4592
H -2.9673 -0.8408 1.6506
H -0.6135 2.4269 1.2836
H 0.9263 1.6386 1.2279
H -0.3115 2.3470 -2.2193
H 1.5953 3.1432 -1.0743
H -0.7797 3.7701 -0.5774
H 2.2495 -2.1686 -1.9078
```

***

*2*
# C5H18Si3

A cluster of 2 separate species, C5H18Si3 in total (ωB97M-V with the def2-TZVPD basis set, the OMol25 dataset).

Output
structure (SMILES)	C[SiH](C)[SiH2][SiH3].C=CC
orbital gap	10.13	eV
HOMO	-0.349	Eh
E_LUMO	0.63	eV

The geometry in XYZ format:
```
26
C5H18Si3 (ωB97M-V with the def2-TZVPD basis set)
C -0.7292 -1.9988 0.3225
Si -1.9670 -0.8444 -0.4333
C -3.5927 -0.8249 0.5315
Si -1.2455 1.3945 -0.4889
Si -0.5552 2.5170 1.4230
H -0.8260 -3.0443 -0.1884
H 0.1583 -1.3655 0.1820
H -0.8584 -2.0363 1.3849
H -2.6209 -1.3268 -1.6225
H -4.4626 -0.3263 0.0810
H -3.8546 -1.8628 0.5876
H -3.4304 -0.4605 1.5324
H -0.0576 1.7689 -1.4664
H -2.6086 1.9380 -0.8884
H -0.7757 1.5090 2.4965
H -1.4166 3.6341 1.6607
H 0.8543 3.0281 1.6382
C 2.6342 -0.7433 -1.8640
C 2.6464 0.1729 -0.8564
C 3.6347 0.0559 0.2144
H 3.3698 -1.5430 -1.9214
H 2.1548 -0.6603 -2.8610
H 2.0050 0.9944 -1.0700
H 4.2286 0.9649 0.4438
H 3.0485 -0.1201 1.0882
H 4.2665 -0.8205 0.0739
```

***

Of them, the most stable is *2* and the least stable is *1*.

***

*1*
# C19H19NO2

An isolated molecule of C19H19NO2 (ωB97M-V with the def2-TZVPD basis set, the OMol25 dataset).

Output
structure (SMILES)	CCC[C@@H](C)c1ccc(N)c2c1C(=O)c1ccccc1C2=O
orbital gap	7.88	eV
HOMO	-0.307	Eh
E_LUMO	-0.48	eV

The geometry in XYZ format:
```
41
C19H19NO2 (ωB97M-V with the def2-TZVPD basis set)
C -3.5328 1.2569 0.3796
C -2.1085 0.8761 -0.0727
C -2.1498 0.1152 -1.4053
C -0.9544 0.3753 -2.3436
C -1.3206 1.6010 -3.1991
C 0.3849 0.5718 -1.6375
C 1.2070 1.6533 -1.9637
C 2.4236 1.8881 -1.3503
C 2.9142 1.0517 -0.3479
N 4.1655 1.3104 0.2047
C 2.1219 -0.0488 -0.0087
C 0.8930 -0.2897 -0.6597
C 0.2084 -1.5557 -0.2673
O -0.3333 -2.2967 -1.0446
C 0.2942 -1.9012 1.1830
C -0.7733 -2.4985 1.8405
C -0.6516 -2.7726 3.1965
C 0.5259 -2.4515 3.8652
C 1.5992 -1.8789 3.2013
C 1.4781 -1.6004 1.8464
C 2.5670 -0.9813 1.0564
O 3.7265 -1.2134 1.2822
H -3.8609 2.1904 -0.0671
H -3.6236 1.2657 1.4614
H -4.2083 0.4786 0.0267
H -1.7071 0.2623 0.7263
H -1.4795 1.7615 -0.1416
H -2.3009 -0.9405 -1.2119
H -3.0482 0.4409 -1.9229
H -0.8263 -0.4511 -3.0419
H -1.2657 2.4876 -2.5614
H -2.3435 1.5369 -3.5478
H -0.6230 1.7661 -4.0130
H 0.9212 2.3628 -2.7199
H 3.0165 2.7347 -1.6654
H 4.3150 0.9018 1.1150
H 4.3909 2.2930 0.1862
H -1.6601 -2.7349 1.2723
H -1.4838 -3.2359 3.7024
H 0.5887 -2.6769 4.9193
H 2.5137 -1.6543 3.7281
```

***

*2*
# C19H19NO2

An isolated molecule of C19H19NO2 (ωB97M-V with the def2-TZVPD basis set, the OMol25 dataset).

Output
structure (SMILES)	CN1C[C@@H](C(=O)c2ccccc2)[C@H](C(=O)c2ccccc2)C1
orbital gap	8.96	eV
HOMO	-0.318	Eh
E_LUMO	0.32	eV

The geometry in XYZ format:
```
41
C19H19NO2 (ωB97M-V with the def2-TZVPD basis set)
C 3.2060 2.1561 -1.0315
N 2.5351 1.7967 0.2043
C 2.5673 0.3902 0.5109
C 1.3644 -0.2600 -0.2455
C 0.9310 -1.5242 0.4633
O 1.1650 -2.6166 -0.0005
C 0.3101 -1.3613 1.8159
C -1.0437 -1.1008 1.9939
C -1.5640 -0.9671 3.2703
C -0.7435 -1.0971 4.3769
C 0.5995 -1.3874 4.2059
C 1.1233 -1.5273 2.9336
C 0.3372 0.8919 -0.3060
C -0.1449 1.1057 -1.7352
O 0.3910 1.8977 -2.4784
C -1.3332 0.3312 -2.1707
C -2.1809 0.9270 -3.1050
C -3.3141 0.2706 -3.5441
C -3.6043 -0.9991 -3.0710
C -2.7532 -1.6101 -2.1644
C -1.6258 -0.9501 -1.7103
C 1.1248 2.1251 0.2253
H 4.2369 1.8095 -0.9828
H 2.7282 1.7451 -1.9275
H 3.2112 3.2417 -1.1136
H 3.5189 -0.0632 0.2381
H 2.4116 0.2816 1.5885
H 1.6881 -0.5408 -1.2534
H -1.7049 -1.0279 1.1422
H -2.6171 -0.7637 3.3969
H -1.1520 -0.9868 5.3701
H 1.2418 -1.5113 5.0650
H 2.1660 -1.7769 2.8012
H -0.5234 0.6914 0.3331
H -1.9352 1.9135 -3.4690
H -3.9690 0.7453 -4.2595
H -4.4872 -1.5167 -3.4157
H -2.9651 -2.6081 -1.8104
H -0.9555 -1.4535 -1.0322
H 0.9281 3.0150 -0.3708
H 0.8315 2.3152 1.2621
```

***

Of them, the most stable is *1* and the least stable is *2*.

***

*1*
# C4H9OP

An isolated molecule of C4H9OP (ωB97M-V with the def2-TZVPD basis set, the OMol25 dataset).

Output
orbital gap (spin up / spin down)	8.17 / 8.81	eV
spin multiplicity	3
⟨S²⟩	2.009
HOMO (spin up / spin down)	-0.260 / -0.413	Eh
E_LUMO (spin up / spin down)	1.10 / -2.43	eV

The geometry in XYZ format:
```
15
C4H9OP (ωB97M-V with the def2-TZVPD basis set)
C 0.0232 0.6557 1.7634
C -0.6124 0.6836 -1.4520
C -0.1577 -0.4299 0.7111
C 0.4481 -0.1164 -0.6995
O 1.4511 -2.6361 -0.6617
P 0.6408 -1.8111 -1.5316
H 0.8263 1.2815 1.3064
H 0.3639 0.0585 2.5829
H -0.9514 1.0786 1.8195
H -1.6863 0.3121 -1.3712
H -0.5667 1.7375 -1.1415
H -0.2136 0.5571 -2.4588
H -1.2626 -0.4993 0.5837
H 0.3404 -1.3516 1.0438
H 1.3569 0.4798 -0.4946
```

***

*2*
# C4H9OP

A cluster of 2 separate species, C4H9OP in total (ωB97M-V with the def2-TZVPD basis set, the OMol25 dataset).

Output
orbital gap (spin up / spin down)	6.66 / 6.98	eV
spin multiplicity	3
⟨S²⟩	2.010
HOMO (spin up / spin down)	-0.206 / -0.367	Eh
E_LUMO (spin up / spin down)	1.07 / -3.00	eV

The geometry in XYZ format:
```
15
C4H9OP (ωB97M-V with the def2-TZVPD basis set)
C 0.2112 0.9411 -0.1273
C 0.6434 -0.4840 -0.4437
C -0.2050 -0.2555 0.6672
C 2.1090 -0.8075 -0.0843
O -2.0110 -0.8266 0.3487
P -3.1053 0.2243 -0.0468
H 0.9886 1.7060 0.4032
H -0.6020 1.5791 -0.7320
H 0.3036 -1.0483 -1.3040
H -0.1508 -0.5471 1.6539
H 2.3719 -0.0645 0.6791
H 2.5548 -0.7950 -1.0980
H 2.2150 -1.8513 0.1468
H -3.0561 1.3437 0.8260
H -2.2672 0.8854 -0.8889
```

***

Of them, the most stable is *1* and the least stable is *2*.